1.
ORCA calculation (ωB97M-V/def2-TZVPD) on a 2-piece molecular cluster, C2H2ClO3 overall.

Summary:
frontier orbital gap	0.22933	Eh
HOMO	-2.389	eV
total charge	-1
relative energy (zero: lowest compared OMol25 entry of this formula, charge and spin)	54.3	kcal per mole

Last column: Mulliken charge in e.
Atoms and positions in Å:
Cl: -1.40 -1.83 0.16  -0.392
O: 2.07 -0.60 -0.92  -0.361
O: -1.51 0.93 0.21  -0.506
O: 1.83 0.61 1.04  -0.352
C: -0.67 -0.14 -0.36  -0.423
C: 1.86 -0.01 0.08  0.650
H: -1.02 -0.15 -1.29  0.100
H: -1.15 1.19 1.09  0.285

=====

2.
ORCA calculation (ωB97M-V/def2-TZVPD) on a 14-piece molecular cluster, C8H24B2O28 overall.

Summary:
frontier orbital gap	0.31940	Eh
HOMO	-5.677	eV
total charge	-2
relative energy (zero: lowest compared OMol25 entry of this formula, charge and spin)	89.5	kcal per mole

Last column: Mulliken charge in e.
Atoms and positions in Å:
O: -3.16 -3.92 -5.85  -0.461
O: -7.86 4.78 -0.01  -0.655
O: 1.73 3.12 -4.22  -0.640
O: -1.99 -1.88 -5.48  -0.454
O: 2.08 -6.36 7.20  -0.642
O: 0.87 3.13 2.37  -0.601
O: 3.90 -1.11 6.53  -0.650
O: -1.62 -4.81 -7.35  -0.628
O: 0.41 10.40 5.38  -0.647
O: 1.72 -0.30 -0.40  -0.435
O: -0.41 -2.15 -7.13  -0.608
O: -0.38 -10.70 -0.63  -0.640
O: -2.55 6.27 -5.36  -0.643
O: -1.44 2.72 0.71  -0.715
O: 8.60 -4.56 -4.64  -0.651
O: -3.98 -3.25 -1.58  -0.672
O: -5.87 -1.53 -3.15  -0.632
O: -4.82 -0.82 4.73  -0.648
O: 8.67 -5.95 1.66  -0.645
O: 1.86 -3.21 1.60  -0.641
O: -2.96 7.19 6.65  -0.650
O: -4.34 -1.87 -4.85  -0.405
O: -0.35 0.75 0.30  -0.403
O: -2.86 -3.21 -3.56  -0.468
O: 2.39 10.18 1.05  -0.640
O: 0.63 -1.27 1.46  -0.408
O: 1.48 1.04 1.69  -0.481
O: 3.04 -2.17 -0.83  -0.646
C: 0.72 2.11 1.76  0.525
C: 2.17 -1.52 -0.23  0.556
C: -0.51 1.86 0.85  0.643
C: -4.82 -2.01 -3.61  0.575
C: 1.54 -2.15 1.07  0.616
C: -2.06 -3.91 -6.61  0.583
C: -3.86 -2.91 -2.79  0.659
C: -1.33 -2.54 -6.43  0.602
B: 0.88 0.05 0.77  0.989
B: -3.13 -2.71 -4.94  0.910
H: 2.15 3.68 -3.57  0.313
H: -6.97 4.84 0.32  0.328
H: 0.84 9.72 5.89  0.321
H: 2.16 -6.38 6.24  0.329
H: 7.82 -4.27 -4.18  0.333
H: -1.84 6.01 -4.77  0.330
H: 1.88 2.23 -3.90  0.328
H: 3.58 -0.77 5.69  0.334
H: -7.77 4.35 -0.86  0.327
H: 2.00 10.28 1.92  0.324
H: 8.05 -5.42 1.16  0.331
H: 1.74 10.56 0.46  0.315
H: -0.51 10.14 5.35  0.326
H: 8.31 -4.70 -5.54  0.318
H: 2.98 -6.44 7.52  0.312
H: -1.24 -11.12 -0.59  0.312
H: -5.68 -0.53 4.42  0.316
H: -4.41 -1.20 3.95  0.333
H: 9.52 -5.54 1.51  0.314
H: -2.50 6.63 6.02  0.337
H: 3.94 -2.06 6.39  0.316
H: -0.45 -9.95 -0.04  0.328
H: -2.12 6.36 -6.21  0.313
H: -3.85 6.83 6.69  0.314

=====

3.
ORCA calculation (ωB97M-V/def2-TZVPD) on one molecule with the formula C5H10NO2.

Summary:
frontier orbital gap (alpha / beta)	0.40243 / 0.26180	Eh
multiplicity	2
HOMO (alpha / beta)	-10.107 / -10.074	eV
relative energy (zero: lowest compared OMol25 entry of this formula, charge and spin)	44.9	kcal per mole

Last column: Mulliken spin population.
Atoms and positions in Å:
O: 1.79 -0.62 -1.45  0.440
O: -2.42 0.83 1.31  -0.001
N: -0.07 0.39 -0.48  0.586
C: 1.00 1.59 -2.13  -0.005
C: -0.46 -0.67 0.41  -0.037
C: -1.26 0.00 1.63  0.027
C: 0.96 0.32 -1.26  -0.088
C: 0.61 -1.60 1.00  0.021
H: -1.78 -0.58 2.45  0.000
H: 0.02 2.12 -2.14  -0.001
H: 1.23 1.35 -3.18  -0.004
H: 1.62 -1.06 1.09  0.000
H: 1.71 2.28 -1.77  -0.002
H: 0.28 -2.25 1.87  -0.001
H: -1.19 -1.44 -0.14  0.062
H: -2.32 1.02 0.38  0.000
H: 0.98 -2.28 0.12  0.003
H: -0.69 0.60 2.30  -0.002

=====

4.
ORCA calculation (ωB97M-V/def2-TZVPD) on a 2-piece molecular cluster, C7H14N2 overall.

Summary:
frontier orbital gap	0.35202	Eh
HOMO	-8.614	eV
SMILES string	CC(C)C1=CC1.[H]/N=N\C
relative energy (zero: lowest compared OMol25 entry of this formula, charge and spin)	99.0	kcal per mole

Last column: Mulliken charge in e.
Atoms and positions in Å:
N: -0.49 -2.41 1.42  -0.549
N: 0.56 -1.82 1.36  0.244
C: -0.29 -0.24 -1.54  -1.302
C: -0.32 2.11 1.24  -0.350
C: 1.82 -2.50 1.32  -0.889
C: -0.57 1.24 -1.31  0.946
C: -0.14 1.60 0.05  -0.169
C: 1.04 1.53 0.98  -0.623
C: -2.05 1.56 -1.53  -1.474
H: 2.42 -2.13 2.16  0.251
H: -2.29 1.56 -2.59  0.404
H: -0.80 -0.84 -0.79  0.228
H: -0.92 2.60 1.95  0.419
H: 1.89 2.19 0.82  0.232
H: -2.30 2.54 -1.12  0.365
H: 1.74 -3.59 1.36  0.467
H: 2.32 -2.18 0.40  0.235
H: 0.78 -0.44 -1.47  0.309
H: 0.03 1.83 -2.01  0.217
H: -0.44 -3.46 1.44  0.233
H: 1.31 0.57 1.42  0.084
H: -2.67 0.82 -1.03  0.303
H: -0.64 -0.55 -2.53  0.419

=====

5.
ORCA calculation (ωB97M-V/def2-TZVPD) on C12H24NO4P2Sc as an isolated structure.

Summary:
frontier orbital gap	0.22716	Eh
HOMO	-13.557	eV
total charge	+2
relative energy (zero: lowest compared OMol25 entry of this formula, charge and spin)	40.7	kcal per mole

Last column: Mulliken charge in e.
Atoms and positions in Å:
Sc: -0.09 0.12 1.37  -0.452
P: 2.63 -0.72 0.60  0.970
P: -2.51 0.15 0.61  1.350
O: 0.07 -0.12 3.44  -0.556
O: -0.49 -1.85 0.29  -0.381
O: 0.07 1.92 2.56  -0.504
O: -1.58 -1.79 -2.07  -0.763
N: 0.25 0.93 -0.69  0.370
C: 1.48 1.20 -1.19  0.809
C: 2.71 0.83 -0.32  -0.996
C: -3.51 1.53 1.17  -1.273
C: -2.12 0.45 -1.14  -1.114
C: -3.61 -1.29 0.64  -1.257
C: 0.52 2.09 -3.22  -0.595
C: -0.73 1.72 -2.74  -1.102
C: 0.06 1.16 3.60  0.309
C: 3.67 -0.73 2.05  -1.070
C: 3.02 -2.10 -0.48  -1.249
C: 1.64 1.80 -2.43  -0.860
C: -0.84 1.07 -1.51  0.660
H: -0.50 -2.78 0.59  0.253
H: -2.02 -0.83 -1.81  0.146
H: 3.19 -3.00 0.13  0.415
H: -3.16 -2.13 0.10  0.338
H: 2.87 1.64 0.43  0.476
H: -1.64 1.85 -3.32  0.497
H: -3.73 1.40 2.24  0.402
H: -2.96 2.46 1.02  0.379
H: -4.43 1.51 0.57  0.446
H: 3.63 0.76 -0.94  0.551
H: 3.93 -1.88 -1.05  0.438
H: 3.46 0.17 2.66  0.385
H: -4.55 -0.99 0.17  0.416
H: 3.46 -1.63 2.65  0.415
H: -0.81 -1.88 -0.72  0.377
H: 4.73 -0.71 1.76  0.416
H: 0.03 1.56 4.63  0.435
H: -2.99 0.89 -1.64  0.678
H: 2.65 2.01 -2.76  0.459
H: -2.23 -2.28 -2.60  0.255
H: 2.18 -2.28 -1.17  0.382
H: 0.61 2.57 -4.19  0.446
H: 1.37 -1.23 1.03  0.286
H: -3.77 -1.58 1.69  0.414

=====

6.
ORCA calculation (ωB97M-V/def2-TZVPD) on a 2-piece molecular cluster, C55H61F5N5O overall.

Summary:
frontier orbital gap	0.14092	Eh
HOMO	-8.396	eV
total charge	+1

Last column: Mulliken charge in e.
Atoms and positions in Å:
F: 0.19 -2.81 10.60  -0.353
F: 0.58 -4.86 12.35  -0.283
F: -2.95 -3.21 15.08  -0.277
F: -3.39 -1.21 13.28  -0.350
F: -0.94 -5.03 14.63  -0.275
O: -0.23 0.16 13.48  -0.695
N: -1.07 -1.45 0.86  -0.819
N: -0.65 2.10 12.30  0.305
N: -0.77 1.32 10.18  0.545
N: -1.84 -0.92 1.83  2.141
N: 0.21 -1.37 1.33  1.635
C: -2.42 -2.12 13.03  0.282
C: 0.22 -0.73 2.57  -1.389
C: -1.11 4.38 3.53  -1.048
C: -2.20 -3.13 13.96  0.282
C: 2.21 -4.97 0.75  -1.501
C: -3.17 -3.48 1.73  0.948
C: 2.91 -2.57 -0.96  -0.395
C: -6.00 -0.99 1.13  -1.443
C: -1.08 -0.49 2.94  2.181
C: 0.03 1.40 -0.86  -1.424
C: 0.05 3.67 10.57  -1.582
C: 1.18 -3.95 0.23  0.905
C: -0.90 1.19 8.84  -0.027
C: -1.58 0.05 4.12  -2.404
C: 3.86 -0.17 4.69  -0.594
C: -0.64 0.14 11.03  -0.220
C: -1.19 5.67 4.07  -0.556
C: 2.03 2.37 0.37  -1.916
C: -1.24 2.21 6.60  -0.046
C: -1.17 3.27 4.36  0.894
C: -2.77 -3.91 0.33  -1.041
C: -0.94 2.57 10.94  0.064
C: -1.18 -4.06 13.73  0.664
C: 1.65 0.63 4.14  0.077
C: 3.54 -1.37 -1.29  -1.476
C: 3.00 -0.16 -0.85  -0.756
C: -0.40 -3.96 12.58  0.151
C: 1.84 -0.15 -0.08  -0.149
C: -3.50 2.19 -0.20  -1.668
C: -1.28 3.39 5.77  0.161
C: 2.83 0.76 4.86  -0.948
C: -1.17 2.26 7.99  -0.249
C: -5.30 -2.18 1.35  -0.659
C: -0.49 0.75 12.43  0.237
C: -3.27 1.64 1.21  2.585
C: -3.93 -4.56 2.50  -1.779
C: -1.81 -0.83 10.95  -0.703
C: -3.96 0.28 1.39  0.597
C: -3.27 -0.92 1.68  -1.298
C: 1.80 -2.59 -0.12  0.837
C: 1.29 -1.37 0.35  -0.627
C: -1.34 5.82 5.45  -0.948
C: 3.72 -1.23 3.77  -0.711
C: 1.10 1.16 0.19  2.452
C: 1.45 -0.48 3.27  0.327
C: -3.94 -2.16 1.62  0.820
C: -0.63 -2.93 11.68  0.226
C: -0.64 2.97 13.45  -0.953
C: -5.33 0.22 1.17  -0.569
C: -2.39 3.06 10.88  -1.413
C: -1.40 4.71 6.30  -0.468
C: 2.52 -1.39 3.09  -0.372
C: -3.77 2.63 2.25  -1.556
C: 0.45 -4.53 -0.97  -1.617
C: -1.63 -1.98 11.89  -0.118
H: 0.04 3.90 9.51  0.404
H: -0.92 -0.10 4.97  0.773
H: 0.20 3.68 13.40  0.300
H: -3.07 2.28 11.25  0.312
H: 0.59 1.03 1.15  -0.874
H: -4.86 2.74 2.16  0.352
H: -1.88 -1.19 9.91  0.492
H: 0.48 1.51 -1.86  0.415
H: -3.29 -5.43 2.66  0.455
H: -1.16 6.54 3.41  0.422
H: -1.57 3.55 13.50  0.329
H: 2.51 2.64 -0.58  0.437
H: -5.86 1.16 0.99  0.359
H: -2.21 -4.86 0.34  0.347
H: 0.28 -0.42 10.79  0.448
H: 4.44 -1.38 -1.90  0.395
H: -4.56 2.41 -0.36  0.379
H: 2.78 -4.57 1.60  0.295
H: -0.76 0.17 8.45  0.684
H: -2.74 -0.30 11.21  0.394
H: -2.51 3.96 11.50  0.480
H: 2.79 2.16 1.12  0.420
H: 2.96 1.58 5.56  0.498
H: 3.48 0.78 -1.13  0.317
H: 1.68 -5.87 1.10  0.446
H: -3.31 3.62 2.12  0.437
H: -0.28 -3.81 -1.37  0.293
H: -3.54 2.28 3.26  0.288
H: -2.12 -3.13 -0.10  0.135
H: -2.69 3.31 9.85  0.420
H: -4.22 -4.17 3.48  0.402
H: 4.53 -1.94 3.60  0.453
H: -2.93 3.12 -0.37  0.418
H: 2.38 -2.23 2.40  0.299
H: 0.84 1.36 4.24  0.597
H: -1.54 4.86 7.37  0.403
H: 4.78 -0.09 5.27  0.387
H: -0.54 2.37 14.36  0.370
H: -1.02 4.24 2.44  0.571
H: 1.44 3.22 0.71  0.317
H: 1.07 3.35 10.84  0.417
H: -0.18 4.59 11.13  0.451
H: -2.19 1.49 1.36  -1.348
H: -3.65 -4.03 -0.32  0.337
H: -1.41 6.83 5.87  0.382
H: -0.10 -5.44 -0.69  0.425
H: -2.66 0.16 4.20  0.434
H: -1.37 3.21 8.48  -0.269
H: -4.83 -4.88 1.96  0.307
H: 1.15 -4.79 -1.77  0.406
H: -3.17 1.47 -0.96  0.353
H: -0.67 0.55 -0.90  0.222
H: -5.82 -3.14 1.27  0.249
H: -2.24 -3.29 2.28  0.010
H: -0.54 2.31 -0.64  0.363
H: 2.91 -5.27 -0.04  0.322
H: -1.26 1.24 6.12  0.189
H: -7.07 -1.01 0.91  0.385
H: -1.15 2.26 3.94  0.289
H: 3.29 -3.52 -1.36  0.355
H: 0.45 -3.76 1.03  0.010

=====

7.
ORCA calculation (ωB97M-V/def2-TZVPD) on C5H7NO as an isolated structure.

Summary:
frontier orbital gap	0.38289	Eh
HOMO	-9.608	eV
relative energy (zero: lowest compared OMol25 entry of this formula, charge and spin)	84.0	kcal per mole

Last column: Mulliken charge in e.
Atoms and positions in Å:
O: 1.53 -0.73 -1.09  -0.542
N: -0.45 0.65 1.38  -0.654
C: -1.00 0.91 0.04  -0.276
C: 0.49 1.07 0.31  -0.163
C: -1.24 -0.49 -0.52  -0.742
C: 1.09 -0.32 0.18  0.089
C: -0.28 -0.81 0.62  -0.236
H: -1.71 1.69 -0.16  0.447
H: 2.38 -0.29 -1.25  0.322
H: -0.52 -1.58 1.32  0.476
H: 1.80 -0.57 0.97  0.368
H: -0.89 -0.55 -1.56  0.234
H: 1.04 2.01 0.22  0.387
H: -2.24 -0.97 -0.44  0.290

=====

8.
ORCA calculation (ωB97M-V/def2-TZVPD) on one molecule with the formula C3H7FO2.

Summary:
frontier orbital gap	0.39930	Eh
HOMO	-10.102	eV
SMILES string	C[C@](O)(F)CO
relative energy (zero: lowest compared OMol25 entry of this formula, charge and spin)	5.6	kcal per mole

Last column: Mulliken charge in e.
Atoms and positions in Å:
F: 1.59 -0.86 -0.55  -0.375
O: -1.94 -0.54 0.38  -0.514
O: 0.86 -0.02 1.33  -0.524
C: -0.73 -1.06 -0.04  -0.643
C: 0.57 -0.15 0.02  0.846
C: 0.34 1.14 -0.72  -1.166
H: 1.58 0.52 1.27  0.336
H: -0.81 -1.17 -1.16  0.367
H: -0.34 -1.86 0.71  0.335
H: -0.52 1.58 -0.20  0.327
H: 0.14 0.89 -1.71  0.364
H: -1.97 -0.40 1.37  0.332
H: 1.24 1.93 -0.69  0.316

=====

| no. | E_tot (Eh) | M (g/mol) |
| --- | --- | --- |
| 1 | -763.3255 | 109.49 |
| 2 | -2476.2355 | 589.88 |
| 3 | -401.6239 | 116.14 |
| 4 | -384.4741 | 126.20 |
| 5 | -2270.3297 | 353.23 |
| 6 | -2980.4544 | 903.12 |
| 7 | -324.5906 | 97.12 |
| 8 | -368.8189 | 94.08 |